[1]
DFT (ωB97M-V/def2-TZVPD) results for a molecular structure, C25H20ClF3MnN3SSi.

Last column: Löwdin spin population.
Atoms and positions in Å:
Mn  -0.4475  1.1218  -0.9957  1.06
F  -3.5767  5.6547  1.8472  0.00
C  -3.4097  4.5416  1.1225  0.00
F  -3.9732  4.7397  -0.0785  0.00
F  -4.0763  3.5492  1.7334  0.00
C  -1.9473  4.2029  0.9868  0.00
C  -0.9658  5.0040  1.5416  0.01
C  0.3773  4.6717  1.3918  0.00
C  0.6964  3.5296  0.6910  0.00
N  -0.2523  2.7483  0.1694  -0.01
C  -1.5526  3.0655  0.2875  0.01
S  -2.5233  1.8734  -0.5600  -0.03
H  -1.2498  5.8923  2.0900  0.00
H  1.1553  5.2928  1.8101  0.00
H  1.7230  3.2205  0.5375  0.00
Cl  1.3214  1.7367  -2.3865  -0.01
C  1.5161  0.6088  -0.9417  -0.02
H  2.2599  1.0933  -0.3235  0.00
H  1.9096  -0.3233  -1.3445  0.00
C  -1.1218  -4.6023  -0.0948  0.00
C  -1.7844  -3.8065  0.8273  0.00
C  -1.3337  -2.5175  1.0799  0.00
C  -0.2069  -2.0119  0.4250  0.00
C  0.4508  -2.8308  -0.4985  0.00
C  -0.0034  -4.1126  -0.7605  0.00
Si  0.3415  -0.2994  0.8735  -0.01
C  1.9757  -0.2184  1.7386  0.00
C  2.2209  0.8097  2.6544  0.00
C  3.4416  0.9006  3.3052  0.00
C  4.4341  -0.0352  3.0461  0.00
C  4.2032  -1.0678  2.1478  0.00
C  2.9806  -1.1610  1.5002  0.00
H  -1.4703  -5.6079  -0.2926  0.00
H  -2.6509  -4.1875  1.3522  0.00
H  -1.8637  -1.9041  1.8017  0.00
H  1.3260  -2.4741  -1.0311  0.00
H  0.5191  -4.7361  -1.4750  0.00
H  -0.6809  0.3812  1.6960  0.00
H  1.4428  1.5325  2.8801  0.00
H  3.6167  1.6915  4.0228  0.00
H  5.3869  0.0345  3.5544  0.00
H  4.9735  -1.8040  1.9592  0.00
H  2.8055  -1.9849  0.8182  0.00
N  0.8300  -2.9232  -5.8032  0.00
C  0.1305  -2.5451  -4.9747  0.00
C  -0.7220  -2.0658  -3.9236  0.00
C  -1.9175  -2.7001  -3.6060  0.01
C  -2.6717  -2.1855  -2.5690  0.00
C  -2.2127  -1.0734  -1.8912  0.01
N  -1.0549  -0.4594  -2.1880  0.00
C  -0.3305  -0.9519  -3.1953  0.01
H  -2.2392  -3.5704  -4.1618  0.00
H  -3.6092  -2.6366  -2.2783  0.00
H  -2.7818  -0.6544  -1.0755  0.00
H  0.5919  -0.4459  -3.4418  0.00

Output
2S+1   2
E_HOMO (alpha / beta)   -11.872 / -11.919 eV
Charge   +1
Lowest unoccupied orbital energy (alpha / beta)   -4.140 / -3.674 eV
E   -3727.1839 Eh
⟨S²⟩   0.78

***

[2]
DFT (ωB97M-V/def2-TZVPD) results for 2 unconnected molecules or ions with the total composition C7H16O.

Last column: Löwdin charge in e.
Atoms and positions in Å:
C  0.5202  1.8112  -2.9033  0.04
C  -0.5748  1.0589  -2.9959  -0.47
C  -1.5832  1.0062  -1.8727  -0.06
O  -0.8154  0.1907  -4.0185  0.04
H  0.7906  2.2696  -1.9652  0.05
H  1.2009  1.9506  -3.7333  0.06
H  -1.3744  1.7618  -1.1229  0.08
H  -2.6044  1.1182  -2.2411  0.08
H  -1.5035  0.0186  -1.4091  0.07
H  -1.7307  -0.0885  -3.9393  0.09
C  0.5034  0.0431  0.6658  -0.10
C  0.9632  -0.8353  1.8267  -0.50
C  0.7355  -0.2102  3.2074  -0.09
C  0.2658  -2.1856  1.7477  -0.10
H  0.6844  -0.3988  -0.3125  0.08
H  -0.5840  0.1568  0.7710  0.07
H  0.8944  1.0619  0.6803  0.08
H  2.0459  -0.9617  1.7305  0.13
H  0.9996  -0.9349  3.9735  0.07
H  -0.3261  0.0160  3.3165  0.08
H  1.2859  0.7172  3.3625  0.07
H  0.3968  -2.6760  0.7827  0.08
H  0.6127  -2.8671  2.5235  0.07
H  -0.8029  -2.0224  1.9255  0.08

Output
2S+1   1
E_HOMO   -8.785 eV
Charge   0
Lowest unoccupied orbital energy   0.826 eV
E   -351.5195 Eh
Structure (SMILES)   C=C(C)O.CC(C)C
Relative energy (zero: lowest compared OMol25 entry of this formula, charge and spin)   90.58 kJ/mol

***

[3]
DFT (ωB97M-V/def2-TZVPD) results for a molecular structure, C49H50BiBrCl2N6S4.

Last column: Löwdin charge in e.
Atoms and positions in Å:
Bi  2.1496  0.1776  0.4651  1.63
C  2.8403  -2.1740  3.8092  -0.20
C  2.6689  -0.7382  4.3340  -0.19
N  3.1432  0.3078  3.4227  -0.14
C  4.5774  0.5891  3.4422  -0.28
C  5.4691  -0.5047  2.8603  -0.43
S  5.0527  -1.0831  1.1726  0.77
C  4.6571  -2.8435  1.4551  -0.44
C  3.1754  -3.2067  1.5602  -0.29
N  2.4159  -2.3128  2.4232  -0.13
H  3.8829  -2.4680  3.8914  0.09
H  2.2868  -2.8396  4.4806  0.12
H  1.6041  -0.5598  4.5048  0.10
H  3.1715  -0.6780  5.3095  0.12
H  2.6606  1.1675  3.6542  0.10
H  4.7325  1.5059  2.8685  0.11
H  4.9420  0.7778  4.4617  0.12
H  6.4817  -0.1092  2.7918  0.08
H  5.5041  -1.3779  3.5065  0.07
H  5.0937  -3.3763  0.6116  0.08
H  5.2077  -3.1444  2.3449  0.07
H  2.7242  -3.1386  0.5669  0.08
H  3.1265  -4.2617  1.8667  0.12
H  1.4302  -2.5352  2.3677  0.10
Cl  6.5429  1.1598  -1.3669  0.54
C  5.8916  0.2662  -2.7429  -0.96
Cl  4.6002  -0.8981  -2.3341  0.50
H  6.7051  -0.2990  -3.1764  0.03
H  5.4749  0.9748  -3.4471  0.02
N  1.0549  -0.8067  -1.1660  -0.45
S  -0.1743  -1.6009  -1.2858  0.77
N  -1.4205  -1.2683  -0.2813  -0.36
S  -2.4686  -0.1320  -0.3688  0.89
N  -2.0136  1.3459  -0.4180  -0.34
S  -0.9428  2.0164  0.6392  0.80
N  0.4118  1.4934  0.7490  -0.48
C  -1.0407  3.6784  0.0393  -0.31
C  -2.2534  4.2615  -0.3127  -0.08
C  -2.2552  5.5836  -0.7223  -0.05
C  -1.0606  6.2937  -0.7848  -0.04
C  0.1433  5.6831  -0.4627  -0.04
C  0.1588  4.3633  -0.0394  -0.05
C  -1.7517  2.0049  2.2470  -0.29
C  -3.0000  2.5685  2.4756  -0.06
C  -3.5264  2.5341  3.7569  -0.05
C  -2.8103  1.9497  4.7934  -0.05
C  -1.5636  1.3875  4.5525  -0.05
C  -1.0282  1.4145  3.2738  -0.07
C  -3.5289  -0.3110  -1.7692  -0.34
C  -3.7466  0.7302  -2.6531  -0.06
C  -4.5641  0.4971  -3.7488  -0.04
C  -5.1382  -0.7519  -3.9381  -0.03
C  -4.9194  -1.7809  -3.0252  -0.04
C  -4.1070  -1.5665  -1.9283  -0.06
C  -3.5620  -0.4839  0.9815  -0.32
C  -3.1957  -1.3418  2.0045  -0.06
C  -4.0961  -1.5563  3.0376  -0.04
C  -5.3327  -0.9257  3.0279  -0.04
C  -5.6834  -0.0696  1.9889  -0.04
C  -4.7937  0.1606  0.9557  -0.06
C  -0.0320  -3.3445  -0.9663  -0.34
C  1.0634  -3.9701  -1.5498  -0.08
C  1.2187  -5.3360  -1.3905  -0.05
C  0.2841  -6.0620  -0.6603  -0.04
C  -0.8061  -5.4252  -0.0813  -0.05
C  -0.9727  -4.0555  -0.2298  -0.06
C  -0.7157  -1.4966  -2.9806  -0.30
C  -1.1272  -2.6141  -3.6939  -0.05
C  -1.4323  -2.4675  -5.0402  -0.05
C  -1.3318  -1.2232  -5.6461  -0.04
C  -0.9473  -0.1084  -4.9083  -0.05
C  -0.6318  -0.2401  -3.5681  -0.08
H  -3.1700  3.6871  -0.2995  0.10
H  -3.1855  6.0596  -1.0001  0.12
H  -1.0711  7.3311  -1.0935  0.12
H  1.0722  6.2330  -0.5418  0.12
H  1.0778  3.8504  0.2092  0.09
H  -3.5548  3.0370  1.6745  0.10
H  -4.4970  2.9759  3.9462  0.12
H  -3.2211  1.9424  5.7952  0.12
H  -1.0033  0.9415  5.3649  0.11
H  -0.0547  0.9973  3.0487  0.08
H  -3.2858  1.6957  -2.4794  0.11
H  -4.7481  1.2928  -4.4593  0.12
H  -5.7662  -0.9286  -4.8018  0.12
H  -5.3834  -2.7479  -3.1688  0.12
H  -3.9278  -2.3515  -1.2018  0.12
H  -2.2252  -1.8216  1.9864  0.11
H  -3.8343  -2.2252  3.8474  0.12
H  -6.0326  -1.1048  3.8343  0.12
H  -6.6519  0.4131  1.9824  0.12
H  -5.0536  0.8196  0.1344  0.13
H  1.7776  -3.3881  -2.1238  0.12
H  2.0656  -5.8366  -1.8403  0.12
H  0.4078  -7.1311  -0.5454  0.12
H  -1.5329  -5.9972  0.4806  0.12
H  -1.8112  -3.5436  0.2193  0.09
H  -1.1939  -3.5861  -3.2228  0.12
H  -1.7372  -3.3305  -5.6177  0.12
H  -1.5445  -1.1196  -6.7027  0.12
H  -0.8891  0.8639  -5.3800  0.12
H  -0.3036  0.6089  -2.9776  0.10
Br  3.6623  5.5416  -3.6430  0.77
C  3.3446  4.0341  -2.5435  -0.70
C  2.7122  2.9215  -3.0789  -0.12
C  2.4678  1.8235  -2.2629  -0.17
C  2.8396  1.8320  -0.9194  -0.41
C  3.4818  2.9574  -0.4149  -0.18
C  3.7435  4.0604  -1.2185  -0.14
H  2.4188  2.9158  -4.1216  0.10
H  1.9882  0.9453  -2.6771  0.06
H  3.7951  2.9956  0.6269  0.10
H  4.2506  4.9301  -0.8214  0.11

Output
2S+1   1
E_HOMO   -12.356 eV
Charge   +2
Lowest unoccupied orbital energy   -4.685 eV
E   -7526.7679 Eh

***

2S+1 of number 1 (C25H20ClF3MnN3SSi)?
2

***

Which formula does entry 1 have?
C25H20ClF3MnN3SSi

***

2S+1 of number 1 (C25H20ClF3MnN3SSi)?
2